[1]
Computed, not measured: 2 unconnected molecules or ions with the total composition C8H14NO at a distorted geometry, with ωB97M-V with the def2-TZVPD basis set.

Geometry as XYZ:
```
24
Properties=species:S:1:pos:R:3:forces:R:3:mulliken_charge:R:1
C 2.27453 -2.70919 1.32798 2.9 1.2 1.2 -1.1904
C -0.53231 -0.69600 -0.95911 -0.3 1.7 1.2 0.7195
C 0.72185 -0.74333 -1.51048 1.6 -1.6 1.3 -0.6749
C -0.98895 -1.15583 0.28919 2.4 -1.7 0.6 -0.7376
C 1.65944 -1.51288 -0.77796 -2.9 0.2 1.7 -0.7682
C -0.05068 -1.86531 1.05132 2.4 0.2 -3.2 -0.5100
C 1.29611 -2.06512 0.46930 -3.0 1.3 -0.4 0.6984
O -1.34120 0.30322 -1.48481 -2.0 -2.3 -5.7 -0.6825
H -1.52513 -0.15845 -2.48614 0.2 2.7 3.8 0.3992
H 1.07149 -0.15468 -2.36527 -0.6 -0.3 0.2 0.4090
H -1.97770 -1.05354 0.68549 -0.5 0.4 -0.3 0.5315
H 2.66756 -1.54860 -0.98609 2.0 -0.2 -1.0 0.3878
H -0.17396 -2.30671 2.00883 -0.6 -0.1 0.7 0.4649
H 2.10150 -3.77014 1.48093 0.1 -0.1 0.1 0.3034
H 2.26761 -2.15226 2.33201 0.1 -1.1 -1.2 0.3145
H 3.32915 -2.50062 0.89410 -1.6 -0.8 0.8 0.3209
C -0.84636 3.55016 0.10616 -0.8 0.8 -0.2 -0.8595
N -1.84153 2.49440 -0.12453 1.5 -1.6 2.1 -0.1569
H -2.46641 2.34555 0.66290 -0.2 0.5 0.2 0.3893
H -2.37445 2.66816 -0.92052 -1.2 0.1 -1.9 0.3430
H -1.38162 1.55775 -0.21405 -0.4 0.7 -0.7 0.2114
H -1.37493 4.45906 0.30922 -0.3 0.6 0.0 0.3913
H -0.22371 3.69546 -0.74946 0.3 -0.2 -0.5 0.3336
H -0.29030 3.31889 0.96100 1.0 -0.5 1.1 0.3622
```
Forces are in eV/Å.

Output
**Orbital gap**: 8.4 eV
**2S+1**: 1
**HOMO**: -11.7 eV
**Largest force on an atom**: 0.126 Eh/bohr
**Net charge**: +1
**Total energy**: -442.92929 Eh
**E_LUMO**: -3.30 eV
**Relative energy (zero: lowest compared OMol25 entry of this formula, charge and spin)**: 1.5665 eV


[2]
Computed, not measured: a molecular structure, C8H14NO2 at a distorted geometry, with ωB97M-V with the def2-TZVPD basis set.

Geometry as XYZ:
```
25
Properties=species:S:1:pos:R:3:forces:R:3:mulliken_charge:R:1
C -1.27572 -1.12559 0.87156 0.6 -1.6 0.4 0.3261
C -2.16392 -0.19663 0.70863 0.0 -0.5 -0.3 0.4810
C 0.61058 0.67031 -0.59343 1.1 0.1 -1.4 -0.2960
C 1.25424 2.73733 0.27345 -0.9 -1.1 -1.5 -1.6519
C 0.13101 2.61055 -2.05580 -1.1 1.6 1.5 -1.3747
C -1.36452 -3.34724 -0.11728 -1.4 -1.1 -1.2 -0.8135
C 0.12477 -2.82221 1.76576 1.1 -3.1 -1.4 -0.9017
C 0.14667 2.08432 -0.58920 -1.0 0.0 -0.1 0.8415
N -0.91300 -2.36439 0.86773 -1.5 0.3 0.5 0.0187
O -2.91605 0.65237 0.58339 -0.6 0.8 0.1 -0.2903
O 0.12574 -0.32380 -0.10316 -0.2 -0.6 0.0 -0.3442
H 1.61009 0.41203 -1.14095 -1.3 1.1 0.7 0.3423
H 2.20568 2.63098 -0.22914 0.3 0.3 0.1 0.4186
H 1.21744 2.17250 1.16348 0.5 -0.1 1.5 0.4267
H 0.92358 3.72469 0.39590 0.2 1.5 0.5 0.4127
H 1.09088 3.03163 -2.36255 -0.1 -0.2 -0.1 0.3155
H -0.60986 3.44182 -1.89488 0.9 -0.4 -1.0 0.3531
H -0.29844 1.93927 -2.78172 0.0 -0.3 -0.2 0.4100
H -1.02132 -4.40560 0.15105 -0.7 1.7 0.0 0.3064
H -0.89127 -3.11761 -1.07529 0.1 0.0 0.0 0.3569
H -2.51330 -3.30399 -0.32323 2.1 -0.1 0.8 0.2965
H 0.38084 -2.02206 2.37074 0.5 1.3 1.5 0.3600
H 1.02855 -3.02796 1.05166 -1.4 0.0 1.6 0.3444
H -0.17952 -3.78404 2.36569 0.6 1.9 -1.3 0.3107
H -0.91280 2.36403 -0.11363 2.3 -1.4 -0.8 0.3511
```
Forces are in eV/Å.

Output
**Orbital gap**: 8.6 eV
**2S+1**: 1
**HOMO**: -13.7 eV
**Largest force on an atom**: 0.069 Eh/bohr
**Net charge**: +1
**Total energy**: -518.05171 Eh
**E_LUMO**: -5.11 eV
**Relative energy (zero: lowest compared OMol25 entry of this formula, charge and spin)**: 4.3295 eV